# 1
{"formula": "C18H23N3PS2Se2V", "method": "ωB97M-V with the def2-TZVPD basis set", "species": ["V", "S", "C", "C", "C", "C", "N", "C", "C", "C", "S", "C", "N", "H", "H", "C", "C", "C", "P", "C", "C", "C", "C", "C", "C", "H", "H", "H", "H", "H", "H", "H", "H", "H", "H", "H", "H", "H", "H", "H", "H", "H", "H", "H", "H", "H", "Se", "C", "N", "Se"], "coordinates": [[-1.527, 0.158, 0.656], [-3.793, -0.613, 0.519], [-3.402, -2.173, -0.095], [-4.265, -3.257, 0.087], [-3.931, -4.537, -0.343], [-4.857, -5.606, -0.169], [-5.629, -6.453, -0.050], [-2.690, -4.762, -0.974], [-1.848, -3.675, -1.208], [-2.196, -2.391, -0.813], [-1.177, -1.047, -1.267], [-2.306, -6.070, -1.373], [-1.989, -7.126, -1.713], [-5.207, -3.091, 0.590], [-0.901, -3.825, -1.711], [2.913, 2.657, 1.262], [1.401, 2.422, 1.224], [0.865, 2.306, 2.655], [0.753, 1.009, 0.176], [0.812, 1.754, -1.551], [-0.509, 2.471, -1.854], [1.964, 2.707, -1.879], [2.062, -0.332, 0.043], [3.291, -0.088, -0.834], [2.484, -0.849, 1.420], [3.116, 3.584, 1.807], [3.351, 2.746, 0.269], [3.408, 1.844, 1.792], [0.926, 3.296, 0.759], [1.280, 1.431, 3.154], [-0.215, 2.192, 2.660], [1.124, 3.206, 3.226], [0.876, 0.875, -2.203], [-0.691, 3.281, -1.145], [-1.349, 1.779, -1.804], [-0.479, 2.904, -2.858], [1.894, 3.618, -1.280], [1.889, 3.004, -2.931], [2.944, 2.262, -1.724], [1.470, -1.117, -0.434], [3.910, 0.727, -0.455], [3.018, 0.116, -1.870], [3.904, -0.995, -0.824], [3.172, -0.161, 1.917], [2.990, -1.814, 1.319], [1.608, -0.993, 2.058], [-2.956, 4.694, 1.259], [-2.459, 3.020, 1.070], [-2.083, 1.926, 0.900], [-0.964, -1.014, 2.540]], "homo_energy_ev": [-0.36, -0.97], "relative_energy_kj_mol": 65.6, "total_energy_ha": -7748.7237, "s2": 2.05, "lumo_ha": [0.1583, 0.1580], "total_charge": -2, "mol_weight_g_mol": 585.38, "gap_ev": [4.668, 5.268], "spin_multiplicity": 3}

# 2
{"formula": "C5H10", "method": "ωB97M-V with the def2-TZVPD basis set", "species": ["C", "C", "H", "H", "H", "H", "C", "C", "C", "H", "H", "H", "H", "H", "H"], "coordinates": [[-3.125, 1.808, -0.007], [-4.165, 2.603, 0.287], [-2.260, 1.735, 0.625], [-3.390, 1.135, -0.816], [-4.065, 3.261, 1.147], [-5.149, 2.422, -0.118], [3.079, -2.092, -0.859], [2.054, -1.138, -0.282], [2.000, -0.747, 0.986], [2.635, -2.470, -1.783], [3.094, -3.031, -0.297], [4.036, -1.619, -1.051], [1.242, -0.853, -0.943], [1.193, -0.166, 1.421], [2.821, -0.849, 1.691]], "homo_energy_ev": -9.67, "relative_energy_kj_mol": 227.0, "total_energy_ha": -196.4220, "lumo_ha": 0.0389, "total_charge": 0, "mol_weight_g_mol": 70.13, "gap_ev": 10.724}

# 3
{"formula": "C2H2ClO2P", "method": "ωB97M-V with the def2-TZVPD basis set", "species": ["C", "C", "O", "O", "P", "Cl", "H", "H"], "coordinates": [[0.227, -0.778, 0.501], [0.715, 0.026, -0.447], [0.442, -2.061, 0.438], [1.561, -2.221, -0.478], [1.856, -1.029, -1.484], [0.680, -1.844, -3.143], [-0.583, -0.474, 1.139], [0.610, 1.081, -0.287]], "homo_energy_ev": -9.61, "relative_energy_kj_mol": 332.2, "total_energy_ha": -1029.3475, "lumo_ha": 0.0113, "total_charge": 0, "mol_weight_g_mol": 124.46, "gap_ev": 9.915}